The following is a quantum chemistry calculation of a cluster of 2 separate species, C9H18N4O2 in total in a non-equilibrium geometry, from the Open Molecules 2025 dataset.

Computed properties:
ΔE to the lowest compared entry with this formula, charge and spin, kJ/mol: 242.8
Multiplicity: 1
Net charge: +2

Last columns: bonded neighbours and bond lengths (Å).
Geometry (Å):
1 C 0.401 -0.104 -0.226  C3 1.306, N10 1.236
2 C -0.658 3.099 2.154  C4 1.326, N12 1.211
3 C -0.220 0.654 -1.091  C1 1.306, N11 1.435, O14 1.362
4 C -0.628 4.318 1.633  C2 1.326, N13 1.518, H16 1.141
5 C 0.335 2.662 -2.483  N11 1.382, O15 1.181, H17 1.116
6 C -1.432 -2.451 -0.177  C8 1.501, H18 1.196, H19 1.147, H20 1.055
7 C 2.297 -3.030 0.918  C9 1.543, H21 1.192, H22 1.107, H23 1.098
8 C -0.249 -3.021 0.552  C6 1.501, C9 1.530, H24 1.104, H25 1.047
9 C 1.109 -2.475 0.104  C7 1.543, C8 1.530, N10 1.465, H26 1.127
10 N 0.932 -1.046 0.374  C1 1.236, C9 1.465, H28 1.032
11 N 0.549 1.359 -2.077  C3 1.435, C5 1.382, H27 0.984
12 N -0.566 1.928 2.452  C2 1.211, H29 1.034
13 N -1.561 4.912 0.593  C4 1.518, H30 1.003, H31 1.018, H32 1.074
14 O -1.567 0.852 -1.123  C3 1.362, H33 0.891
15 O -0.473 3.338 -1.950  C5 1.181
16 H -0.115 5.130 2.249  C4 1.141
17 H 1.063 3.015 -3.252  C5 1.116
18 H -1.371 -2.539 -1.369  C6 1.196
19 H -1.570 -1.319 -0.055  C6 1.147
20 H -2.419 -2.824 -0.160  C6 1.055
21 H 3.238 -2.394 0.555  C7 1.192
22 H 2.244 -2.943 2.021  C7 1.107
23 H 2.413 -4.069 0.583  C7 1.098
24 H -0.202 -4.073 0.219  C8 1.104
25 H -0.411 -2.919 1.581  C8 1.047
26 H 1.121 -2.607 -1.015  C9 1.127
27 H 1.357 1.046 -2.542  N11 0.984
28 H 1.289 -0.743 1.293  N10 1.032
29 H -1.109 1.496 3.218  N12 1.034
30 H -2.362 5.362 0.995  N13 1.003
31 H -1.824 4.161 -0.040  N13 1.018
32 H -1.091 5.617 -0.067  N13 1.074
33 H -2.020 0.937 -1.885  O14 0.891